# 1
{"formula": "CH11O4S", "method": "wB97M-V/def2-TZVPD", "elements": ["C", "S", "H", "H", "H", "H", "H", "O", "H", "H", "O", "H", "H", "O", "H", "H", "O"], "xyz": [[-1.22372, -1.09934, 1.76203], [-2.34702, -0.08967, 0.84217], [-1.12831, -0.66741, 2.80213], [-0.16003, -1.40138, 1.42498], [-1.72987, -2.08593, 1.90750], [-1.38118, -0.14367, -0.70936], [-1.35159, -0.13158, -2.29860], [-0.80300, 0.10168, -1.51741], [0.73766, 1.86222, 1.40262], [-0.76061, 1.61240, 1.16278], [-0.01126, 2.29084, 0.96435], [1.85457, -1.04619, -1.21846], [2.08622, -0.98809, 0.28261], [2.41348, -1.39998, -0.51094], [0.72011, 0.64940, -2.34552], [1.49139, 1.52724, -1.55878], [1.59316, 1.00946, -2.39208]], "lowdin_charge": [-0.69, 0.35, 0.00, 0.03, -0.01, -0.17, 0.04, -0.21, 0.01, -0.04, -0.15, 0.01, 0.00, -0.07, -0.05, 0.05, -0.09], "homo_lumo_gap_ev": 7.41, "energy_ev": -20242.0928, "lumo_energy_ev": 3.741, "charge": -1}


# 2
{"formula": "C4H4ClFN2", "method": "wB97M-V/def2-TZVPD", "elements": ["C", "C", "C", "C", "H", "H", "H", "H", "N", "N", "F", "Cl"], "xyz": [[0.39954, -1.84336, -0.04872], [-0.10037, -1.24430, 1.06689], [-0.28971, 0.12879, 0.77783], [0.11143, 0.31906, -0.51252], [0.33115, -0.86829, -2.97770], [1.83697, -0.51845, -2.46068], [0.69574, -2.85935, -0.24928], [-0.33494, -1.69109, 2.01555], [1.02330, -1.11136, -2.30361], [0.52711, -0.87612, -1.02361], [0.14284, 1.40205, -1.29057], [-0.90545, 1.35706, 1.81629]], "lowdin_charge": [-0.07, -0.10, -0.65, -0.32, 0.08, 0.10, 0.12, 0.10, 0.11, -0.14, 0.10, 0.67], "homo_lumo_gap_ev": 9.24, "smiles": "Nn1ccc(Cl)c1F", "energy_ev": -22431.5580, "lumo_energy_ev": 0.730}


# 3
{"formula": "C18H24CrN7O7P2", "method": "wB97M-V/def2-TZVPD", "elements": ["Cr", "N", "C", "C", "P", "O", "O", "O", "P", "O", "O", "O", "H", "H", "H", "H", "H", "H", "H", "H", "C", "C", "C", "C", "C", "C", "N", "N", "C", "C", "C", "C", "C", "N", "H", "H", "H", "H", "H", "H", "H", "H", "H", "C", "N", "C", "C", "C", "N", "C", "O", "N", "H", "H", "H", "H", "H", "H", "H"], "xyz": [[0.08827, 0.10828, -0.01452], [3.39459, 3.51635, 1.30537], [2.79787, 2.83236, 0.10796], [3.26370, 3.50611, -1.16965], [3.31826, 1.03690, 0.11920], [3.92993, 0.94262, 1.60584], [4.31300, 0.74369, -0.92152], [2.04623, 0.19956, 0.07486], [0.99352, 2.96165, 0.49480], [0.69649, 4.47624, 0.09963], [0.95906, 2.73082, 1.95764], [0.20098, 2.06171, -0.44391], [4.32863, 3.16077, 1.52445], [2.74700, 3.30187, 2.07787], [3.42452, 4.52878, 1.15816], [4.33335, 3.36864, -1.32971], [3.01027, 4.56677, -1.15496], [2.75219, 3.05209, -2.01693], [4.66073, 0.32695, 1.64256], [-0.16032, 4.63073, -0.28953], [-3.95922, 0.18154, -3.73070], [-2.57061, 0.13338, -3.70584], [-1.90102, 0.20577, -2.49676], [-2.61124, 0.31949, -1.30324], [-4.00504, 0.36811, -1.32463], [-4.66397, 0.30253, -2.53944], [-1.87626, 0.36704, -0.12601], [-2.52546, 0.52670, 1.00577], [-1.70426, 0.37162, 2.06658], [-2.19155, 0.48358, 3.38228], [-1.34687, 0.24456, 4.42866], [-0.00667, -0.10736, 4.19176], [0.42645, -0.18294, 2.89623], [-0.39977, 0.05395, 1.86568], [-4.48670, 0.12717, -4.67158], [-2.01098, 0.04873, -4.62469], [-0.80826, 0.19550, -2.50071], [-4.54490, 0.45182, -0.39512], [-5.74327, 0.34249, -2.55741], [-3.22947, 0.74180, 3.52127], [-1.71382, 0.32040, 5.44220], [0.67730, -0.30580, 5.00154], [1.44825, -0.41581, 2.63951], [-2.10729, -4.77298, 0.18614], [-0.94556, -4.04319, -0.30353], [-0.01768, -4.62434, -1.08355], [1.04451, -3.93419, -1.54509], [1.14448, -2.55864, -1.19310], [0.22346, -1.96079, -0.42207], [-0.85965, -2.69437, 0.05574], [-1.71034, -2.20453, 0.75461], [2.16691, -1.84963, -1.67308], [-1.96536, -5.82544, -0.04508], [-3.01093, -4.40046, -0.29524], [-2.19606, -4.63171, 1.26198], [-0.17153, -5.66986, -1.30954], [1.79223, -4.40185, -2.16122], [2.86455, -2.31553, -2.23084], [2.39731, -0.93963, -1.28911]], "lowdin_charge": [0.97, 0.17, -0.48, -0.06, 0.38, -0.11, -0.25, -0.40, 0.35, -0.08, -0.26, -0.33, 0.16, 0.12, 0.17, 0.09, 0.09, 0.10, 0.09, 0.09, -0.09, -0.08, -0.05, -0.27, -0.01, -0.07, -0.13, 0.10, -0.32, 0.02, -0.04, -0.05, -0.11, -0.01, 0.10, 0.10, 0.10, 0.11, 0.11, 0.12, 0.12, 0.11, 0.11, 0.01, -0.04, -0.02, 0.01, -0.34, 0.10, -0.46, 0.10, 0.20, 0.10, 0.11, 0.10, 0.14, 0.12, 0.13, 0.05], "homo_lumo_gap_ev": [5.62, 7.15], "energy_ev": -90820.9513, "lumo_energy_ev": [-3.238, -3.369], "multiplicity": 5, "charge": 1}


# 4
{"formula": "C39H114N4O16", "method": "wB97M-V/def2-TZVPD", "elements": ["C", "C", "O", "H", "H", "H", "H", "H", "H", "C", "C", "O", "H", "H", "H", "H", "H", "H", "C", "C", "O", "H", "H", "H", "H", "H", "H", "C", "C", "O", "H", "H", "H", "H", "H", "H", "C", "C", "O", "H", "H", "H", "H", "H", "H", "C", "C", "O", "H", "H", "H", "H", "H", "H", "C", "C", "O", "H", "H", "H", "H", "H", "H", "C", "C", "O", "H", "H", "H", "H", "H", "H", "C", "C", "O", "H", "H", "H", "H", "H", "H", "C", "C", "O", "H", "H", "H", "H", "H", "H", "C", "C", "O", "H", "H", "H", "H", "H", "H", "C", "C", "C", "O", "C", "N", "H", "H", "H", "H", "H", "H", "H", "H", "H", "H", "H", "C", "C", "C", "O", "C", "N", "H", "H", "H", "H", "H", "H", "H", "H", "H", "H", "H", "C", "C", "C", "O", "C", "N", "H", "H", "H", "H", "H", "H", "H", "H", "H", "H", "H", "C", "C", "C", "O", "C", "N", "H", "H", "H", "H", "H", "H", "H", "H", "H", "H", "H", "C", "O", "H", "H", "H", "H"], "xyz": [[4.06983, -5.70742, -0.12655], [4.05898, -4.16455, -0.03596], [5.36475, -3.64138, 0.12594], [3.04459, -6.07499, -0.16989], [4.53525, -6.23618, 0.70526], [4.58427, -6.02575, -1.03324], [3.47528, -3.77976, 0.80029], [3.64640, -3.70446, -0.93385], [5.27517, -2.77725, 0.53445], [-2.77560, -0.14692, 3.39916], [-3.74702, -1.17094, 2.82810], [-4.91856, -0.51640, 2.48387], [-3.20239, 0.21735, 4.33364], [-2.63724, 0.69813, 2.72472], [-1.79702, -0.57336, 3.61967], [-3.90359, -1.97745, 3.54442], [-3.22840, -1.57655, 1.95942], [-5.43612, -0.47581, 3.29138], [3.20804, -4.07076, 4.34030], [3.17042, -2.61842, 4.17816], [4.37918, -1.87508, 4.41627], [2.34007, -4.56317, 3.90184], [3.32716, -4.39356, 5.37457], [4.10466, -4.45421, 3.85334], [2.36062, -2.29393, 4.83162], [2.78038, -2.38632, 3.18713], [4.21384, -0.93848, 4.28574], [-1.30843, 3.18468, -3.79076], [-0.10124, 3.29523, -2.91060], [-0.25168, 4.32057, -1.99080], [-1.28239, 2.44859, -4.59425], [-1.48469, 4.11797, -4.32557], [-2.18750, 2.91087, -3.20738], [0.82403, 3.49737, -3.45016], [-0.08442, 2.38440, -2.31208], [0.33173, 4.31789, -1.22842], [-2.70076, -3.97112, -3.66603], [-2.15734, -2.64026, -3.13759], [-1.01585, -2.80823, -2.24415], [-3.20948, -4.47044, -2.84142], [-1.85097, -4.57417, -3.98588], [-3.47982, -3.81796, -4.41282], [-2.92608, -2.12663, -2.56025], [-2.00494, -1.91954, -3.94099], [-0.65145, -1.95481, -1.99817], [0.57343, -5.39907, -2.18512], [1.07857, -5.10075, -3.61617], [0.56558, -3.89106, -4.10215], [0.90275, -6.37485, -1.82802], [-0.51635, -5.37748, -2.18762], [1.03013, -4.67492, -1.51050], [0.83645, -6.00372, -4.17664], [2.16500, -5.01306, -3.60691], [0.05276, -3.47319, -3.40646], [-0.31636, -3.22521, 3.04655], [-1.08399, -3.92144, 4.22606], [-1.75023, -3.01395, 5.07164], [-1.02346, -2.73820, 2.37504], [0.22239, -3.99482, 2.49380], [0.33732, -2.46180, 3.46845], [-0.28846, -4.43032, 4.77038], [-1.71571, -4.72740, 3.85264], [-2.52393, -3.43750, 5.45055], [0.11524, -0.53471, -4.97129], [1.14980, 0.05195, -5.85719], [1.50157, 1.29237, -5.24859], [0.00904, -1.59267, -5.21119], [-0.85284, -0.03900, -4.89901], [0.49658, -0.70682, -3.96479], [0.66689, 0.17803, -6.82621], [1.99339, -0.63349, -5.93867], [2.10383, 1.74930, -5.84030], [3.34295, 1.30052, 5.38491], [2.64740, 1.18249, 4.05096], [3.51503, 0.62265, 3.09201], [3.51025, 0.29869, 5.78042], [2.72359, 1.86908, 6.07862], [4.27120, 1.86395, 5.28996], [2.30959, 2.16295, 3.71529], [1.76368, 0.54449, 4.04074], [4.18873, 1.24970, 2.81901], [-3.47051, 3.42400, 4.14197], [-3.47188, 2.99706, 5.61827], [-3.43864, 4.09728, 6.51083], [-4.45261, 3.79155, 3.84452], [-3.17462, 2.71924, 3.36489], [-2.72238, 4.21537, 4.09570], [-2.60941, 2.35134, 5.78345], [-4.36071, 2.40220, 5.82855], [-4.29897, 4.51973, 6.56558], [-3.20629, -4.51924, 0.47708], [-1.84331, -5.21738, 0.34379], [-1.66710, -6.18202, 1.43801], [-4.05627, -5.17609, 0.29216], [-3.28294, -3.62119, -0.13587], [-3.31375, -4.21110, 1.51708], [-1.01854, -4.50706, 0.40106], [-1.80745, -5.74729, -0.60806], [-2.45093, -6.72008, 1.57101], [3.21649, -1.20233, -2.86160], [3.65260, 0.20153, -2.42061], [4.65336, 0.90820, -3.33475], [4.98078, 2.24163, -3.00891], [6.18955, 2.64907, -3.66113], [2.48672, 1.01956, -2.30116], [2.39537, -1.52789, -2.22295], [4.10708, -1.81819, -2.73658], [2.96144, -1.17972, -3.92110], [4.14225, 0.11534, -1.45059], [4.36581, 0.86987, -4.38543], [5.53001, 0.26667, -3.24514], [6.33949, 3.69677, -3.40048], [6.09047, 2.58125, -4.74449], [7.04652, 2.05394, -3.34569], [2.83100, 1.96802, -2.25650], [2.09020, 0.97104, -3.22880], [1.19734, -1.55353, 0.37407], [0.09474, -0.49985, 0.17603], [0.41603, 0.81941, 0.91995], [-0.65333, 1.70178, 0.80516], [-0.64610, 2.73373, 1.75110], [0.02998, -0.27894, -1.30521], [1.38069, -1.67842, 1.44125], [2.13307, -1.16542, -0.02828], [0.95743, -2.49887, -0.11261], [-0.89169, -0.86075, 0.46723], [1.35712, 1.27578, 0.61309], [0.64978, 0.52116, 1.94197], [-1.55608, 3.33374, 1.74863], [0.20860, 3.36049, 1.49665], [-0.53963, 2.42286, 2.79040], [-0.27023, 0.68338, -1.36781], [0.95450, -0.12268, -1.68064], [-3.41484, 0.54689, -1.01676], [-4.31469, 1.65019, -0.55748], [-5.85547, 1.35959, -0.58368], [-6.31006, 1.02763, -1.91061], [-7.67491, 0.60772, -1.89210], [-3.86964, 2.02636, 0.80583], [-2.39162, 0.92251, -1.00923], [-3.54835, 0.17004, -2.03079], [-3.46062, -0.37531, -0.43748], [-4.09123, 2.50406, -1.19707], [-6.39860, 2.20346, -0.15822], [-6.05896, 0.45235, -0.01482], [-7.78132, 0.07213, -2.83545], [-8.43123, 1.39077, -1.83810], [-7.91945, -0.10195, -1.10174], [-4.29147, 1.39033, 1.46736], [-2.89599, 1.76239, 0.85526], [3.52705, 3.44499, 0.32101], [3.07802, 4.37787, -0.86742], [2.28321, 5.61042, -0.35033], [1.02721, 5.20307, 0.18898], [0.14786, 6.24131, 0.66275], [4.27323, 4.82917, -1.64294], [4.22971, 3.94678, 0.98628], [4.17892, 2.67879, -0.09863], [2.71625, 2.84197, 0.72975], [2.40191, 3.78684, -1.48519], [2.18365, 6.36183, -1.13365], [2.96928, 6.15953, 0.29456], [-0.76560, 5.88494, 1.13886], [-0.26766, 6.88423, -0.11320], [0.70758, 6.80427, 1.40967], [4.70899, 4.03857, -2.09591], [3.82987, 5.34825, -2.38730], [-3.31503, 5.42162, -0.22280], [-3.56038, 4.78250, 1.02935], [-4.06406, 4.97911, -0.87948], [-3.42540, 6.50025, -0.11106], [-2.40266, 5.21186, -0.78108], [-3.76205, 3.86025, 0.85505]], "lowdin_charge": [-0.06, -0.32, -0.08, 0.06, 0.08, 0.08, 0.09, 0.08, 0.07, -0.07, -0.33, -0.06, 0.08, 0.04, 0.06, 0.11, 0.09, 0.10, -0.09, -0.35, -0.06, 0.07, 0.09, 0.08, 0.11, 0.08, 0.02, -0.06, -0.35, -0.07, 0.06, 0.09, 0.07, 0.11, 0.08, 0.03, -0.04, -0.25, -0.11, 0.07, 0.07, 0.09, 0.09, 0.09, 0.03, -0.08, -0.30, -0.10, 0.08, 0.04, 0.06, 0.11, 0.10, 0.00, -0.08, -0.29, -0.07, 0.05, 0.07, 0.05, 0.10, 0.10, 0.09, -0.10, -0.29, -0.09, 0.08, 0.08, 0.04, 0.13, 0.11, 0.10, -0.06, -0.33, -0.10, 0.07, 0.08, 0.09, 0.11, 0.11, 0.09, -0.08, -0.33, -0.07, 0.08, 0.02, 0.08, 0.10, 0.10, 0.09, -0.07, -0.27, -0.09, 0.08, 0.06, 0.06, 0.09, 0.09, 0.08, -0.01, -0.38, -0.18, -0.22, -0.06, 0.21, 0.06, 0.10, 0.08, 0.15, 0.13, 0.14, 0.09, 0.10, 0.10, 0.09, 0.08, -0.03, -0.29, -0.18, -0.18, -0.08, 0.19, 0.06, 0.07, 0.08, 0.15, 0.11, 0.12, 0.07, 0.08, 0.10, 0.06, 0.03, -0.06, -0.36, -0.15, -0.19, -0.11, 0.06, 0.05, 0.08, 0.08, 0.12, 0.13, 0.11, 0.09, 0.09, 0.08, 0.06, 0.04, -0.03, -0.38, -0.18, -0.24, -0.05, 0.07, 0.09, 0.05, 0.05, 0.09, 0.13, 0.13, 0.08, 0.10, 0.10, 0.02, 0.07, -0.15, -0.15, 0.07, 0.08, 0.05, -0.01], "homo_lumo_gap_ev": [9.31, 3.13], "energy_ev": -80997.3397, "lumo_energy_ev": [-1.933, -8.111], "multiplicity": 2, "charge": 1}